## one
The following is a DFT calculation (ωB97M-V with the def2-TZVPD basis set) of 2 unconnected molecules or ions with the total composition C3H7Cl2N.

gap between HOMO and LUMO = 10.0 eV

Last columns: bonded neighbours and bond lengths (Å).
Positions of all 13 atoms, in Å:
1 C -0.23 -1.45 0.59  C3 1.451, H7 1.059, H8 1.214, H9 1.058
2 C -0.44 1.21 -1.18  N4 1.479, H10 1.078, H11 1.136, H12 1.033
3 C 0.36 -0.23 1.12  C1 1.451, Cl5 1.703, Cl6 1.728
4 N 0.76 1.12 -0.32  C2 1.479, H13 1.052
5 Cl -0.63 0.69 2.16  C3 1.703
6 Cl 2.00 -0.48 1.60  C3 1.728
7 H -0.09 -2.23 1.29  C1 1.059
8 H 0.44 -1.62 -0.41  C1 1.214
9 H -1.22 -1.25 0.30  C1 1.058
10 H -0.58 0.36 -1.83  C2 1.078
11 H -1.35 1.39 -0.52  C2 1.136
12 H -0.34 1.99 -1.85  C2 1.033
13 H 1.33 0.51 -0.95  N4 1.052

Löwdin atomic charge list, values in e, 8 entries: -0.207, -0.218, -1.282, -0.091, 0.675, 0.638, 0.063, 0.138



## two
The following is a DFT calculation (ωB97M-V with the def2-TZVPD basis set) of a single C3H7Cl2N molecule.

structure (SMILES) = CNCC(Cl)Cl
gap between HOMO and LUMO = 10.2 eV

Last columns: bonded neighbours and bond lengths (Å).
Positions of all 13 atoms, in Å:
1 C 0.72 -1.47 1.05  N2 1.430, H7 1.103, H8 1.091, H9 1.111
2 N -0.30 -0.61 0.52  C1 1.430, C3 1.444, H10 1.005
3 C 0.24 0.42 -0.33  N2 1.444, C4 1.554, H11 1.068, H12 1.100
4 C -0.90 1.26 -0.97  C3 1.554, Cl5 1.803, Cl6 1.782, H13 1.109
5 Cl -0.22 2.64 -1.90  C4 1.803
6 Cl -1.87 0.21 -2.04  C4 1.782
7 H 1.56 -0.90 1.50  C1 1.103
8 H 0.35 -2.12 1.85  C1 1.091
9 H 1.19 -2.10 0.28  C1 1.111
10 H -0.85 -0.22 1.27  N2 1.005
11 H 0.81 1.20 0.13  C3 1.068
12 H 0.88 -0.01 -1.11  C3 1.100
13 H -1.61 1.70 -0.24  C4 1.109

Löwdin atomic charge list, values in e, 8 entries: -0.154, -0.140, -0.362, -1.064, 0.540, 0.553, 0.077, 0.079



On energetic grounds, two is preferred over the next structure by 51.7 kcal/mol.



## one
The following is a DFT calculation (ωB97M-V with the def2-TZVPD basis set) of a single C5H3NO molecule.

structure (SMILES) = C#Cc1cnco1
gap between HOMO and LUMO = 9.3 eV

Last columns: bonded neighbours and bond lengths (Å).
Positions of all 10 atoms, in Å:
1 C -1.63 0.93 1.97  C2 1.248, H8 1.216
2 C -0.69 0.70 1.17  C1 1.248, C3 1.370
3 C 0.01 0.03 0.21  C2 1.370, C4 1.320, O7 1.426
4 C -0.40 0.00 -1.04  C3 1.320, N5 1.451, H9 1.163
5 N 0.64 -0.61 -1.86  C4 1.451, C6 1.376
6 C 1.60 -1.03 -0.97  N5 1.376, O7 1.418, H10 1.140
7 O 1.37 -0.42 0.29  C3 1.426, C6 1.418
8 H -2.17 1.43 2.93  C1 1.216
9 H -1.42 0.31 -1.51  C4 1.163
10 H 2.68 -1.34 -1.20  C6 1.140

Löwdin atomic charge list, values in e, 8 entries: 0.117, -0.097, -0.336, -0.071, 0.063, -0.102, 0.012, 0.106



## two
The following is a DFT calculation (ωB97M-V with the def2-TZVPD basis set) of 2 unconnected molecules or ions with the total composition C5H3NO.

structure (SMILES) = N#CC=C=O.C#C
gap between HOMO and LUMO = 10.0 eV

Last columns: bonded neighbours and bond lengths (Å).
Positions of all 10 atoms, in Å:
1 N 2.59 -0.88 -0.15  C2 1.160
2 C 1.86 0.00 0.02  N1 1.160, C3 1.417
3 C 1.07 1.16 0.21  C2 1.417, C4 1.327, H6 1.084
4 C -0.21 1.27 0.52  C3 1.327, O5 1.157
5 O -1.30 1.56 0.81  C4 1.157
6 H 1.55 2.13 0.17  C3 1.084
7 C -1.92 -1.03 -0.33  C8 1.203, H9 1.069
8 C -0.87 -1.60 -0.46  C7 1.203, H10 1.070
9 H -2.84 -0.50 -0.20  C7 1.069
10 H 0.07 -2.10 -0.58  C8 1.070

Löwdin atomic charge list, values in e, 8 entries: 0.142, -0.268, -0.083, -0.175, 0.199, 0.123, 0.001, 0.005



On energetic grounds, two is preferred over the next structure by 14.1 kcal/mol.



## one
The following is a DFT calculation (ωB97M-V with the def2-TZVPD basis set) of a single C5H3NO molecule.

structure (SMILES) = C#C[C@@H](C#N)C=O
gap between HOMO and LUMO = 10.9 eV

Last columns: bonded neighbours and bond lengths (Å).
Positions of all 10 atoms, in Å:
1 C -0.54 -0.91 2.01  C2 1.192, H8 1.111
2 C -0.12 -0.36 1.04  C1 1.192, C3 1.478
3 C 0.18 0.39 -0.20  C2 1.478, C4 1.453, C6 1.523, H9 1.133
4 C 1.63 0.48 -0.30  C3 1.453, N5 1.164
5 N 2.79 0.59 -0.30  C4 1.164
6 C -0.63 -0.12 -1.39  C3 1.523, O7 1.209, H10 1.163
7 O -1.66 -0.74 -1.37  C6 1.209
8 H -1.08 -1.16 2.95  C1 1.111
9 H -0.15 1.46 -0.01  C3 1.133
10 H -0.42 0.39 -2.42  C6 1.163

Löwdin atomic charge list, values in e, 8 entries: 0.137, -0.113, -0.275, -0.195, 0.172, -0.214, 0.082, 0.068



## two
The following is a DFT calculation (ωB97M-V with the def2-TZVPD basis set) of a single C5H3NO molecule.

structure (SMILES) = N#Cc1ccco1
gap between HOMO and LUMO = 10.1 eV

Last columns: bonded neighbours and bond lengths (Å).
Positions of all 10 atoms, in Å:
1 N -2.59 2.15 -0.45  C2 1.158
2 C -1.67 1.48 -0.30  N1 1.158, C3 1.423
3 C -0.57 0.59 -0.12  C2 1.423, C4 1.361, O7 1.359
4 C -0.22 -0.55 -0.79  C3 1.361, C5 1.425, H8 1.080
5 C 0.87 -1.10 -0.06  C4 1.425, C6 1.359, H9 1.079
6 C 1.12 -0.24 0.96  C5 1.359, O7 1.350, H10 1.080
7 O 0.25 0.79 0.95  C3 1.359, C6 1.350
8 H -0.69 -0.94 -1.68  C4 1.080
9 H 1.37 -2.04 -0.26  C5 1.079
10 H 1.84 -0.22 1.76  C6 1.080

Löwdin atomic charge list, values in e, 8 entries: 0.163, -0.131, -0.293, -0.004, -0.049, -0.098, 0.052, 0.123



## three
The following is a DFT calculation (ωB97M-V with the def2-TZVPD basis set) of a single C5H3NO molecule.

gap between HOMO and LUMO (alpha / beta) = 6.8 / 6.8 eV

Last columns: bonded neighbours and bond lengths (Å).
Positions of all 10 atoms, in Å:
1 N 2.94 -0.71 0.04  C2 1.166
2 C 1.89 -0.21 -0.06  N1 1.166, C3 1.406
3 C 0.58 0.26 -0.24  C2 1.406, C4 1.394, C7 1.896
4 C 0.01 1.36 0.40  C3 1.394, O5 1.231, H8 1.118
5 O -1.16 1.59 0.73  C4 1.231
6 C -1.75 -0.77 -0.21  C7 1.248, H9 1.072
7 C -0.60 -1.21 -0.42  C3 1.896, C6 1.248, H10 1.088
8 H 0.83 2.11 0.48  C4 1.118
9 H -2.71 -0.31 -0.07  C6 1.072
10 H -0.03 -2.11 -0.65  C7 1.088

Löwdin atomic charge list, values in e, 8 entries: 0.139, -0.284, -0.093, -0.354, 0.002, 0.222, 0.023, 0.149



## four
The following is a DFT calculation (ωB97M-V with the def2-TZVPD basis set) of a single C5H3NO molecule.

gap between HOMO and LUMO (alpha / beta) = 8.9 / 6.6 eV

Last columns: bonded neighbours and bond lengths (Å).
Positions of all 10 atoms, in Å:
1 C -0.96 -1.79 1.37  C2 1.208, H8 1.065
2 C -0.43 -0.92 0.72  C1 1.208, C3 1.411
3 C 0.16 0.09 -0.08  C2 1.411, C4 1.419, C7 1.474
4 C 1.02 1.11 0.39  C3 1.419, O5 1.228, H9 1.107
5 O 1.21 2.18 -0.20  C4 1.228
6 N -0.31 1.42 -1.88  C7 1.244
7 C -0.27 0.24 -1.48  C3 1.474, N6 1.244, H10 1.109
8 H -1.40 -2.56 1.96  C1 1.065
9 H 1.61 0.85 1.29  C4 1.107
10 H -0.62 -0.62 -2.08  C7 1.109

Löwdin atomic charge list, values in e, 8 entries: 0.172, -0.080, -0.185, -0.243, 0.041, 0.225, -0.231, 0.041



On energetic grounds, two is preferred over the next structure by 54.8 kcal/mol.